(1)
This record from the OMol25 dataset describes a molecular structure, C36H64F4I2InN8SbSi2. The level of theory is the ωB97M-V functional and the def2-TZVPD basis.

XYZ file:
```
118
Properties=species:S:1:pos:R:3:mulliken_charge:R:1
In -0.3407 -0.0269 0.2835 1.897
C -5.6096 4.2485 -0.2128 -1.072
C -5.2667 2.9082 0.4409 -0.943
N -3.8772 2.4960 0.3082 0.965
C -2.9038 3.3711 0.9433 0.717
C -3.1940 3.5801 2.4247 -1.627
C -3.5540 1.9690 -1.0176 -1.273
C -2.4168 2.6167 -1.7944 -1.211
N -1.0895 2.2866 -1.2772 1.068
C -0.1610 3.2349 -1.4141 0.978
C 1.0137 3.1693 -0.6301 -1.717
F 1.1417 2.0684 0.1787 0.964
C 2.0105 4.1085 -0.6063 0.264
F 3.0605 3.9121 0.2157 -0.301
C 1.9542 5.2339 -1.4052 -1.137
C 0.8600 5.3125 -2.2509 0.271
F 0.7739 6.3501 -3.1006 -0.357
C -0.1379 4.3632 -2.2872 -0.077
F -1.0750 4.4878 -3.2603 -0.432
H -6.6678 4.4797 -0.0769 0.459
H -5.0302 5.0616 0.2284 0.232
H -5.3999 4.2293 -1.2848 0.246
H -5.5225 2.9424 1.5018 0.492
H -5.8844 2.1182 0.0084 0.524
H -1.9288 2.8964 0.8367 -0.654
H -2.8294 4.3571 0.4559 0.202
H -3.3544 2.6220 2.9246 0.211
H -2.3442 4.0824 2.8922 0.460
H -4.0720 4.2054 2.5934 0.402
H -3.3385 0.8905 -0.9526 -0.250
H -4.4451 2.0623 -1.6458 0.448
H -2.5313 2.2641 -2.8288 0.388
H -2.5865 3.6969 -1.8119 0.595
H 2.7196 5.9935 -1.3880 0.515
C 4.1138 -2.0874 -2.0215 -1.516
Si 3.3126 -1.7331 -0.3603 0.894
C 3.6404 0.0796 -0.0134 -0.124
C 4.0836 -2.8206 0.9468 -1.238
N 1.5750 -2.0342 -0.1791 0.172
C 0.9494 -3.0931 -0.5348 0.664
C 1.4612 -4.0187 -1.5566 -0.809
C 0.6474 -4.8652 -2.1986 -0.205
C -0.7711 -4.9543 -1.8822 -0.836
C -1.2656 -4.3173 -0.8178 -1.192
C -0.3770 -3.5437 0.0649 -0.543
N -0.5775 -3.4005 1.3083 0.595
Si -1.5663 -4.4786 2.3140 0.176
C -0.3823 -5.9184 2.5075 -1.152
C -3.1843 -5.1140 1.6225 -1.180
C -1.9009 -3.7820 4.0038 -0.736
H 5.1316 -1.6908 -1.9788 0.532
H 3.5994 -1.5855 -2.8442 0.253
H 4.1888 -3.1475 -2.2683 0.578
H 2.7354 0.6866 0.0049 -0.782
H 4.1472 0.2071 0.9464 0.521
H 4.2926 0.5033 -0.7794 0.537
H 5.1733 -2.7496 0.9152 0.378
H 3.8064 -3.8672 0.7962 0.300
H 3.7501 -2.5245 1.9447 0.268
H 2.4951 -3.9204 -1.8543 0.343
H 1.0354 -5.4647 -3.0128 0.430
H -1.4079 -5.5769 -2.4970 0.468
H -2.3058 -4.4042 -0.5360 0.807
H -0.2278 -6.4346 1.5566 0.303
H -0.7850 -6.6386 3.2240 0.372
H 0.5897 -5.5796 2.8717 0.302
H -3.0331 -5.7761 0.7674 0.416
H -3.8593 -4.3074 1.3277 0.342
H -3.6896 -5.6912 2.4010 0.378
H -0.9915 -3.4227 4.4801 0.128
H -2.2901 -4.5964 4.6216 0.385
H -2.6430 -2.9837 4.0100 0.241
C 1.5972 -1.6510 -5.3502 -1.356
C 0.8548 -1.7489 -4.0204 0.114
Sb 0.3476 0.1012 -2.9821 -0.176
C 2.1922 1.2111 -3.2441 0.488
C 2.5229 1.6863 -4.6570 -1.473
C -0.7647 0.9505 -4.6122 -0.669
C -2.0370 0.1620 -4.9124 -1.342
H 1.6532 -2.6268 -5.8405 0.426
H 2.6208 -1.3024 -5.2076 0.260
H 1.1042 -0.9676 -6.0438 0.292
H 1.4248 -2.3482 -3.3109 -0.291
H -0.1039 -2.2583 -4.1532 0.596
H 2.9874 0.5847 -2.8354 0.197
H 2.0953 2.0753 -2.5875 -0.294
H 2.7240 0.8625 -5.3390 0.246
H 3.4094 2.3247 -4.6376 0.444
H 1.7101 2.2796 -5.0767 0.320
H -0.1092 0.9801 -5.4822 0.618
H -0.9965 1.9797 -4.3339 0.466
H -1.8147 -0.8760 -5.1695 0.336
H -2.5758 0.5999 -5.7551 0.404
H -2.7139 0.1526 -4.0559 0.231
I -2.8386 -0.5025 1.6372 -1.003
I -5.2843 -0.9607 2.9350 -0.350
C -0.1069 0.5908 4.0804 -0.812
N 0.7362 0.7148 2.8750 0.563
C 1.7217 -0.3910 2.9116 0.831
N 2.5518 -0.3630 4.1131 0.211
C 1.6672 -0.4568 5.2770 -0.612
N 0.6863 0.6304 5.3103 0.131
C 1.4192 1.8980 5.3451 -0.723
N 2.3004 2.0534 4.1859 0.114
C 1.4853 1.9885 2.9769 -0.864
C 3.2392 0.9312 4.1653 -0.707
H -0.6516 -0.3476 4.0289 0.324
H -0.8256 1.4127 4.0937 0.084
H 2.3682 -0.3050 2.0379 -1.463
H 1.1836 -1.3404 2.8532 0.232
H 2.2685 -0.4206 6.1874 0.371
H 1.1451 -1.4108 5.2446 0.253
H 2.0197 1.9378 6.2558 0.329
H 0.7025 2.7212 5.3589 0.359
H 2.1309 2.0957 2.1073 0.262
H 0.7673 2.8112 2.9852 0.290
H 3.8596 0.9689 5.0626 0.361
H 3.8826 1.0273 3.2879 0.265
```

Properties
- energy relative to the best compared isomer or geometry (same formula, charge and spin) (kJ/mol) = 56.47
- charge = 0
- spin multiplicity = 1
- orbital gap (eV) = 4.9

---

(2)
This record from the OMol25 dataset describes a molecular structure, C43H57As2N4O2PSn. The level of theory is the ωB97M-V functional and the def2-TZVPD basis.

XYZ file:
```
110
Properties=species:S:1:pos:R:3:mulliken_charge:R:1
Sn 3.6325 -20.6504 -4.5537 0.458
C 4.2631 -25.1929 -6.0176 -1.303
C 2.8061 -25.1044 -5.6534 0.246
As 2.3389 -23.9802 -4.0156 0.479
C 0.5317 -23.4657 -4.6378 0.027
C -0.2159 -24.3703 -5.4126 -0.049
C -1.3382 -23.9512 -6.1146 -0.790
C -1.7379 -22.6038 -6.0508 -0.566
C -1.0111 -21.7152 -5.2649 -0.668
C 0.1026 -22.1405 -4.5473 -0.010
C 1.5153 -25.3665 -2.8134 0.191
C 0.3369 -25.0551 -2.1072 -0.601
C -0.2207 -25.9897 -1.2174 -0.769
C 0.4401 -27.1821 -0.9356 -0.441
C 1.6151 -27.4622 -1.6113 -0.547
C 2.1690 -26.5565 -2.5290 -0.200
As 4.9942 -24.1604 -7.6270 0.308
C 4.2603 -25.2622 -9.0812 0.217
C 2.9652 -25.7626 -9.0669 0.219
C 2.4550 -26.4350 -10.1860 -0.784
C 3.2612 -26.6884 -11.2846 -0.525
C 4.6043 -26.2564 -11.2551 -0.425
C 5.0933 -25.5778 -10.1408 -0.574
C 3.8041 -22.6052 -7.9946 1.241
C 4.5577 -21.4633 -8.2837 -1.006
C 3.9181 -20.3453 -8.7881 -0.362
C 2.5422 -20.3730 -9.0542 -0.989
C 1.8120 -21.4915 -8.6884 -0.585
C 2.4094 -22.6387 -8.2058 -0.314
H 4.6033 -26.2149 -6.2179 0.454
H 4.9067 -24.7683 -5.2459 0.331
H 2.3600 -26.0776 -5.4677 0.815
H 2.1980 -24.5936 -6.4135 -0.824
H -0.0028 -25.4532 -5.3926 0.311
H -1.9194 -24.6606 -6.6669 0.472
H -2.5351 -22.2296 -6.6772 0.377
H -1.2590 -20.6512 -5.2087 0.404
H 0.6988 -21.4227 -3.9629 0.320
H -0.1414 -24.1162 -2.2791 0.483
H -1.1502 -25.7456 -0.7164 0.381
H 0.0435 -27.8714 -0.1977 0.403
H 2.1116 -28.4269 -1.4098 0.348
H 3.1114 -26.8180 -3.0132 0.369
H 2.3127 -25.6079 -8.2152 0.292
H 1.4193 -26.7411 -10.1807 0.406
H 2.8187 -27.1811 -12.1390 0.379
H 5.2536 -26.4249 -12.1062 0.382
H 6.1377 -25.2455 -10.1111 0.327
H 5.6451 -21.4658 -8.1172 0.430
H 4.4549 -19.4192 -8.8706 0.657
H 2.0117 -19.5319 -9.4363 0.412
H 0.7595 -21.4885 -8.8465 0.464
H 1.8264 -23.5461 -8.0464 0.011
C 4.9166 -18.2113 -5.9794 -1.082
C 5.7739 -19.4311 -6.2184 1.113
O 6.6288 -19.4750 -7.0636 -0.667
O 5.4852 -20.5108 -5.4577 -0.593
H 5.4840 -17.3533 -6.3776 0.331
H 4.6062 -18.0177 -4.9483 0.117
H 4.0271 -18.2776 -6.6135 0.297
N 4.4440 -20.8285 -2.7004 -0.573
P 5.0048 -20.7616 -1.2996 -1.224
N 6.0762 -22.0300 -0.9569 1.190
C 6.4182 -23.0859 -1.9410 -0.675
C 5.8562 -24.4247 -1.4928 0.456
C 6.4637 -24.8162 -0.1636 -1.352
C 6.1366 -23.7352 0.8738 -0.345
C 6.5925 -22.3586 0.3993 -0.746
N 3.7944 -20.8153 -0.1763 1.122
C 2.7000 -21.7879 -0.4341 0.349
C 1.3850 -21.2950 0.2214 -0.627
C 1.6007 -21.0954 1.7142 -0.730
C 3.0742 -21.1291 2.1120 -0.673
C 3.8334 -20.2024 1.1720 -0.595
N 5.9574 -19.4692 -0.8197 0.338
C 5.2828 -18.1720 -0.7675 -0.855
C 5.4118 -17.3723 -2.0569 -0.256
C 6.8416 -17.2644 -2.5979 -0.937
C 7.3927 -18.6944 -2.6865 -0.039
C 7.3372 -19.3649 -1.3195 -0.925
H 7.5180 -23.1947 -2.0125 0.387
H 6.0123 -22.7452 -2.9168 -0.081
H 6.0481 -25.1705 -2.2963 0.404
H 4.7633 -24.3588 -1.3848 -0.329
H 7.5400 -25.0027 -0.2937 0.376
H 6.0827 -25.8181 0.1259 0.429
H 6.6588 -23.9084 1.8359 0.407
H 5.0514 -23.7659 1.1850 0.050
H 7.7116 -22.3621 0.3483 0.489
H 6.3075 -21.5357 1.1303 0.281
H 2.9342 -22.8093 -0.0599 0.044
H 2.5937 -21.8935 -1.5306 -0.613
H 0.6061 -22.0852 0.0726 0.195
H 1.0219 -20.4121 -0.3179 0.414
H 1.0353 -21.8335 2.3479 0.365
H 1.1361 -20.1661 2.0546 0.323
H 3.5167 -22.1548 2.1003 0.068
H 3.2366 -20.7860 3.1600 0.391
H 4.8974 -20.0906 1.4887 0.527
H 3.3579 -19.2098 1.1319 0.345
H 5.6410 -17.5651 0.0799 0.309
H 4.2254 -18.3369 -0.5564 0.441
H 5.0199 -16.3614 -1.8335 0.441
H 4.7677 -17.7671 -2.8452 -0.235
H 7.4480 -16.6152 -1.9540 0.418
H 6.8897 -16.7993 -3.6179 0.395
H 8.4535 -18.6695 -3.0188 0.352
H 6.8633 -19.2754 -3.4531 -0.041
H 7.9405 -18.7194 -0.6469 0.360
H 7.8131 -20.3602 -1.3555 0.387
```

Properties
- energy relative to the best compared isomer or geometry (same formula, charge and spin) (kJ/mol) = 32.92
- charge = 0
- spin multiplicity = 1
- orbital gap (eV) = 7.8

---

(3)
This record from the OMol25 dataset describes a molecular structure, C15H31BCrF4O13. The level of theory is the ωB97M-V functional and the def2-TZVPD basis.

XYZ file:
```
65
Properties=species:S:1:pos:R:3:nbo_charge:R:1
Cr -0.2608 0.0453 0.5327 1.396
B -1.8314 -1.4822 2.5061 1.341
F -1.0774 -2.6348 2.2238 -0.564
F -2.8166 -1.7626 3.4200 -0.541
F -0.9362 -0.4330 2.9475 -0.571
F -2.3601 -0.9583 1.2966 -0.564
C 2.6776 1.1159 -2.7245 -0.629
C 1.1864 1.0338 -2.4079 0.133
C 0.4903 0.1229 -3.4216 -0.628
O 0.8474 0.7034 -1.1132 -0.963
H 3.1969 0.1548 -2.7010 0.192
H 3.2116 1.7146 -1.9712 0.195
H 2.8458 1.7652 -3.5874 0.208
H 0.8865 2.0912 -2.5508 0.108
H 0.8512 -0.9094 -3.4614 0.190
H 0.7727 0.4751 -4.4247 0.195
H -0.5900 0.1650 -3.2967 0.212
C -0.0120 2.4750 4.2211 -0.272
O 0.7552 3.2701 3.3421 -0.475
C 0.9484 2.7889 2.1316 1.019
O 0.5767 1.6979 1.7570 -0.693
O 1.6531 3.6428 1.4270 -0.488
C 2.1288 3.2930 0.1156 -0.247
H -0.4401 3.0867 5.0102 0.199
H 0.5807 1.6684 4.6555 0.189
H -0.8621 1.9321 3.7999 0.216
H 1.3150 3.3125 -0.6056 0.195
H 2.6265 2.3301 0.1032 0.215
H 2.7785 4.1397 -0.1003 0.195
C -0.1573 -4.1754 -0.2705 -0.258
O -0.9205 -3.7908 -1.3960 -0.521
C -1.2655 -2.5160 -1.5490 1.032
O -0.9473 -1.6385 -0.8152 -0.643
O -2.0879 -2.3530 -2.5617 -0.488
C -2.3282 -3.4207 -3.4715 -0.258
H 0.4473 -3.3734 0.1453 0.204
H 0.5413 -4.9553 -0.5699 0.188
H -0.8282 -4.5108 0.5187 0.212
H -2.3488 -4.4037 -3.0002 0.203
H -1.5095 -3.5252 -4.1854 0.187
H -3.2812 -3.2099 -3.9390 0.202
C 2.1140 -1.7341 3.6539 -0.261
O 2.8676 -2.1330 2.4982 -0.470
C 2.3012 -1.8728 1.3410 1.034
O 1.2850 -1.2456 1.1706 -0.675
O 3.0602 -2.3367 0.3730 -0.479
C 2.8251 -1.9877 -0.9706 -0.286
H 1.1670 -2.2713 3.6639 0.218
H 1.9114 -0.6641 3.6522 0.196
H 2.7308 -1.9934 4.5073 0.199
H 2.0242 -1.2701 -1.1644 0.242
H 2.5574 -2.8760 -1.5533 0.180
H 3.7526 -1.6355 -1.4201 0.194
C -1.2863 3.7152 -1.4812 -0.254
O -2.5667 3.2674 -1.0625 -0.486
C -2.6882 2.2539 -0.2182 1.033
O -1.8296 1.4841 0.1108 -0.679
O -3.9276 2.2346 0.1867 -0.480
C -4.3669 1.2887 1.1857 -0.257
H -0.6342 3.8259 -0.6166 0.184
H -1.3279 4.6460 -2.0396 0.204
H -0.8905 2.9687 -2.1758 0.203
H -3.9229 1.5617 2.1421 0.192
H -4.1928 0.2488 0.9351 0.229
H -5.4201 1.5537 1.2527 0.198
```

Properties
- charge = 0
- spin multiplicity = 5
- expectation value of S² = 6.00
- orbital gap (alpha / beta) (eV) = 8.2 / 8.6

---

(4)
This record from the OMol25 dataset describes a molecular structure, C5H6N2. The level of theory is the ωB97M-V functional and the def2-TZVPD basis.

XYZ file:
```
13
Properties=species:S:1:pos:R:3:nbo_charge:R:1
N -0.1967 1.8203 1.1705 -0.297
C 0.2400 0.7320 1.6173 0.055
C -0.9749 0.5392 0.8731 -0.147
C -0.8366 -0.1841 -0.4576 -0.100
C 0.4826 0.1128 -1.2220 -0.493
C 0.8680 -1.1726 -0.5439 0.076
N -0.2753 -1.5252 -0.0796 -0.359
H -1.9213 0.3973 1.3931 0.198
H -1.7648 -0.2170 -1.0378 0.203
H 0.3860 -0.0267 -2.3029 0.232
H 1.0135 1.0463 -1.0170 0.229
H 1.8040 -1.7192 -0.4187 0.187
H 1.1384 0.3093 2.0472 0.216
```

Properties
- energy relative to the best compared isomer or geometry (same formula, charge and spin) (kJ/mol) = 360.21
- charge = 0
- spin multiplicity = 1
- orbital gap (eV) = 10.9

---

(5)
This record from the OMol25 dataset describes C2H4N2O2 in the gas phase. The level of theory is the ωB97M-V functional and the def2-TZVPD basis.

XYZ file:
```
10
Properties=species:S:1:pos:R:3:nbo_charge:R:1
N -1.0085 0.6700 1.2981 -0.816
C -0.0749 0.4138 0.3487 0.779
O 0.6540 1.3482 -0.0200 -0.667
N 0.0564 -0.8151 -0.2515 -0.720
C 0.9691 -0.6208 -1.4691 0.497
O 1.1746 -1.4930 -2.2655 -0.532
H -0.8983 1.5826 1.7193 0.414
H -1.4458 -0.0512 1.8428 0.394
H -0.6198 -1.5484 -0.0343 0.406
H 1.1940 0.5326 -1.1535 0.244
```

Properties
- energy relative to the best compared isomer or geometry (same formula, charge and spin) (kJ/mol) = 139.84
- charge = 0
- spin multiplicity = 1
- orbital gap (eV) = 10.0
- SMILES = NC(=O)NC=O

---

Number 1: DFT total energy -104828.6616 eV. Number 2: DFT total energy -192369.4216 eV. Number 3: DFT total energy -82649.9053 eV. Number 4: DFT total energy -8258.6251 eV. Number 5: DFT total energy -9213.7735 eV.